# 1
This record from the Open Molecules 2025 dataset describes a structure of composition C3H3FGdO4. The level of theory is ωB97M-V/def2-TZVPD.

Max |F| = 2.0 eV/A
2S+1 = 9
LUMO energy (spin up / spin down) = -21.95 / -17.97 eV
Total charge = +4
Relative energy (zero: lowest compared OMol25 entry of this formula, charge and spin) = 23.82 kcal per mole

Geometry (Å):
1 C -0.421 2.621 -0.136
2 C -0.983 1.359 -0.689
3 O -0.478 0.256 -0.106
4 O -0.711 3.780 -0.504
5 H 0.393 2.643 0.607
6 H -0.832 1.345 -1.794
7 H -2.095 1.385 -0.599
8 F -1.666 3.777 -1.517
9 C 1.205 -2.673 0.231
10 O 1.308 -3.659 0.823
11 Gd 2.846 -6.370 1.783
12 O 1.435 -4.466 1.901

---

# 2
This record from the Open Molecules 2025 dataset describes the molecule C4H4ClNO2. The level of theory is ωB97M-V/def2-TZVPD.

Max |F| = 5.9 eV/A
Structure (SMILES) = Oc1c[nH]c(O)c1Cl
LUMO energy = -0.17 eV
Relative energy (zero: lowest compared OMol25 entry of this formula, charge and spin) = 57.49 kcal per mole

Geometry (Å):
1 O 2.139 1.430 0.208
2 C 0.899 0.839 -0.068
3 C -0.415 1.291 -0.153
4 N -1.225 0.242 -0.228
5 C -0.553 -0.872 -0.057
6 O -1.227 -2.045 0.078
7 C 0.786 -0.522 -0.126
8 Cl 2.238 -1.634 -0.111
9 H 2.759 0.675 -0.157
10 H -0.895 2.311 -0.081
11 H -2.260 0.343 -0.026
12 H -2.245 -2.058 0.721

---

# 3
This record from the Open Molecules 2025 dataset describes the molecule C4H11NO. The level of theory is ωB97M-V/def2-TZVPD.

Max |F| = 5.3 eV/A
Structure (SMILES) = NCCCCO
LUMO energy = 0.97 eV
Relative energy (zero: lowest compared OMol25 entry of this formula, charge and spin) = 54.57 kcal per mole

Geometry (Å):
1 N 0.501 0.787 -2.402
2 C 1.176 0.359 -1.059
3 C 0.194 -0.696 -0.370
4 C -0.882 0.084 0.386
5 C -0.734 0.282 1.865
6 O -1.100 -0.930 2.606
7 H 0.012 0.058 -2.749
8 H 1.121 1.094 -3.078
9 H 2.194 -0.022 -1.250
10 H 1.254 1.225 -0.325
11 H 0.783 -1.262 0.379
12 H -0.267 -1.483 -0.975
13 H -1.739 -0.333 0.057
14 H -1.059 0.944 -0.247
15 H -1.456 0.918 2.484
16 H 0.323 0.515 2.130
17 H -0.321 -1.539 2.547

---

# 4
This record from the Open Molecules 2025 dataset describes a cluster of 3 separate species, C16H43NOP2S in total. The level of theory is ωB97M-V/def2-TZVPD.

Max |F| = 3.0 eV/A
Structure (SMILES) = COCCC[PH2](N)[PH2]=S.CCCCCC.CCCCCC
LUMO energy = 0.58 eV
Relative energy (zero: lowest compared OMol25 entry of this formula, charge and spin) = 54.73 kcal per mole

Geometry (Å):
1 C 5.450 1.081 5.503
2 O 4.664 -0.162 5.199
3 C 4.963 -0.388 3.759
4 C 4.078 -1.583 3.070
5 C 4.057 -1.274 1.442
6 P 5.732 -0.637 0.752
7 N 6.553 -2.090 1.425
8 P 4.823 1.191 -0.092
9 S 4.707 1.038 -2.065
10 H 6.324 1.202 4.705
11 H 5.959 1.050 6.556
12 H 4.740 2.011 5.370
13 H 6.100 -0.749 3.732
14 H 4.796 0.639 3.207
15 H 2.987 -1.696 3.481
16 H 4.626 -2.616 3.216
17 H 3.143 -0.577 1.224
18 H 3.871 -2.331 0.922
19 H 6.122 -0.987 -0.620
20 H 6.634 0.177 1.566
21 H 7.527 -2.196 1.035
22 H 5.988 -2.961 1.258
23 H 5.747 2.298 0.175
24 H 3.508 1.448 0.438
25 C -0.932 0.868 -4.521
26 C -1.359 -0.256 -3.591
27 C -1.221 0.105 -2.111
28 C 0.209 0.401 -1.642
29 C 1.218 -0.727 -1.871
30 C 0.878 -1.999 -1.111
31 H 0.127 1.115 -4.400
32 H -1.082 0.569 -5.566
33 H -1.522 1.771 -4.342
34 H -0.789 -1.162 -3.821
35 H -2.410 -0.495 -3.795
36 H -1.641 -0.709 -1.510
37 H -1.842 0.985 -1.900
38 H 0.179 0.638 -0.571
39 H 0.576 1.307 -2.138
40 H 2.206 -0.380 -1.543
41 H 1.311 -0.951 -2.939
42 H 0.830 -1.808 -0.034
43 H 1.645 -2.760 -1.287
44 H -0.081 -2.417 -1.431
45 C -7.887 2.183 -0.567
46 C -7.289 1.245 0.467
47 C -5.781 1.433 0.647
48 C -4.933 1.144 -0.597
49 C -5.089 -0.263 -1.182
50 C -4.656 -1.361 -0.224
51 H -7.471 2.010 -1.564
52 H -8.971 2.028 -0.632
53 H -7.713 3.228 -0.295
54 H -7.517 0.207 0.200
55 H -7.780 1.428 1.430
56 H -5.444 0.798 1.475
57 H -5.588 2.466 0.964
58 H -3.879 1.307 -0.342
59 H -5.169 1.876 -1.378
60 H -4.476 -0.331 -2.089
61 H -6.124 -0.437 -1.496
62 H -3.607 -1.234 0.065
63 H -4.760 -2.340 -0.701
64 H -5.265 -1.369 0.684